## w
55
Properties=species:S:1:pos:R:3 method="wB97M-V/def2-TZVPD" total_charge=+2 orbital_gap_ev=6.81 multiplicity=1 e_homo_ev=-13.900
Pt -0.4421 -0.0352 0.9613
C -1.8562 2.1783 -3.2948
O -1.6402 1.1211 -2.3577
C -0.4673 0.3931 -2.6090
C -0.6673 -1.0302 -2.1775
O -0.9195 -1.1654 -0.7305
C -1.7431 -2.2936 -0.3458
C -1.1463 -2.8489 0.9207
O -1.0279 -1.7852 1.9112
C -2.2149 -1.6215 2.7449
H -1.9582 1.7779 -4.3055
H -2.7796 2.6728 -3.0072
H -1.0346 2.8991 -3.2686
H -0.2425 0.3472 -3.6813
H 0.4007 0.8451 -2.1143
H -1.5437 -1.4477 -2.6698
H 0.2144 -1.6319 -2.4003
H -2.7725 -1.9497 -0.2297
H -1.7001 -3.0511 -1.1277
H -1.7552 -3.6475 1.3412
H -0.1312 -3.2047 0.7577
H -2.4214 -2.5803 3.2139
H -1.9618 -0.8888 3.5045
H -3.0598 -1.2829 2.1460
S 3.7124 -0.8292 2.1466
C 3.4680 -1.6714 0.6878
C 2.1977 -1.5445 0.1882
C 1.4237 -0.7237 1.0316
C 2.1021 -0.2563 2.1255
C 1.4024 0.6091 3.0444
C 1.8897 1.1844 4.2085
C 1.0605 1.9885 4.9667
C -0.2524 2.2125 4.5598
C -0.6975 1.6260 3.3996
N 0.1162 0.8423 2.6688
H 4.2844 -2.2311 0.2580
H 1.8746 -2.0095 -0.7305
H 2.9120 0.9955 4.5055
H 1.4322 2.4427 5.8754
H -0.9231 2.8379 5.1302
H -1.7002 1.7672 3.0214
Br -0.0270 6.7219 -1.9396
C -1.2926 5.5320 -1.2193
C -2.6314 5.9014 -1.1482
C -3.5712 5.0242 -0.6216
C -3.1823 3.7762 -0.1685
C -1.8375 3.4174 -0.2479
C -0.8831 4.2907 -0.7699
C -1.4311 2.0986 0.2007
O -2.1897 1.2559 0.7602
O -0.1772 1.7190 0.0949
H -2.9358 6.8762 -1.5044
H -4.6091 5.3226 -0.5700
H -3.9048 3.0790 0.2334
H 0.1583 4.0048 -0.8242

## x
55
Properties=species:S:1:pos:R:3 method="wB97M-V/def2-TZVPD" total_charge=+2 orbital_gap_ev=6.23 multiplicity=1 e_homo_ev=-13.872
Pt -1.3403 0.7891 0.4089
C 0.8422 3.7185 -0.3183
O -0.5283 3.3349 -0.2181
C -1.2660 4.1356 0.6911
C -1.2757 3.5461 2.0835
O -1.8523 2.2233 1.9798
C -2.3982 1.6138 3.1655
C -3.4329 0.6234 2.6720
O -2.8477 -0.3073 1.7468
C -2.2951 -1.4827 2.3759
H 0.9194 4.7468 -0.6752
H 1.3106 3.0601 -1.0464
H 1.3621 3.6324 0.6396
H -2.2903 4.1764 0.3184
H -0.8700 5.1536 0.7273
H -1.9185 4.1472 2.7282
H -0.2808 3.4815 2.5297
H -2.8877 2.3748 3.7746
H -1.5968 1.1510 3.7473
H -4.2079 1.1519 2.1189
H -3.8889 0.0867 3.5049
H -3.1026 -2.0370 2.8517
H -1.5379 -1.2114 3.1137
H -1.8507 -2.0837 1.5880
S -0.4490 -0.7170 -3.6537
C -2.0895 -0.5351 -3.2937
C -2.4064 -0.3560 -1.9617
C -1.2738 -0.2443 -1.1605
C -0.0849 -0.8159 -1.8101
C 1.5913 0.2345 -0.3631
C 2.9733 0.3970 -0.2406
C 3.4719 0.9335 0.9182
C 2.5881 1.2844 1.9449
C 1.2522 1.1073 1.7373
N 0.7426 0.5944 0.5861
H -2.8026 -0.6389 -4.1034
H -3.4152 -0.1961 -1.6073
H 3.6073 0.0778 -1.0558
H 4.5386 1.0644 1.0412
H 2.9413 1.6838 2.8844
H 0.5271 1.3607 2.4972
Br 4.3807 -2.8872 -4.5215
C 3.0651 -3.5525 -3.3487
C 3.1477 -4.8562 -2.8786
C 2.1759 -5.3327 -2.0099
C 1.1270 -4.5193 -1.6204
C 1.0482 -3.2091 -2.0986
C 2.0306 -2.7237 -2.9621
C -0.1368 -2.4426 -1.6545
O -1.1099 -2.9170 -1.1448
O 1.2044 -0.3811 -1.4971
H 3.9666 -5.4900 -3.1903
H 2.2376 -6.3472 -1.6408
H 0.3586 -4.8889 -0.9561
H 2.0264 -1.7123 -3.3438

Which structure is the least stable? The one labeled x.

## w
17
Properties=species:S:1:pos:R:3 method="wB97M-V/def2-TZVPD" orbital_gap_ev=10.47 multiplicity=1 e_homo_ev=-9.673 smiles="NCNC=O.O.O"
O 3.0275 -0.0919 0.7456
C 2.3458 -0.8772 0.1467
N 1.0741 -0.6189 -0.3873
C 0.8135 0.7442 -0.7642
N 0.0926 1.4860 0.2876
H 2.6039 -1.9291 -0.0730
H 0.3801 -1.1682 0.0995
H 1.7583 1.1880 -1.0794
H 0.1629 0.7124 -1.6396
H 0.2851 2.4801 0.1714
H 0.5777 1.3202 1.1671
H -2.1728 -1.4024 0.4795
H -1.8897 -2.8253 0.0112
O -1.4626 -2.0569 0.4023
H -3.2050 1.1124 -0.2569
H -1.8388 1.2882 0.4248
O -2.5526 0.6382 0.2649

## x
17
Properties=species:S:1:pos:R:3 method="wB97M-V/def2-TZVPD" orbital_gap_ev=3.99 multiplicity=1 e_homo_ev=-8.619
O 2.3766 -0.1672 -0.0368
C 2.3055 -0.1890 -1.2850
N 1.6084 0.7257 -1.9272
C -0.0649 1.1832 0.3802
N -1.3589 1.3574 0.8601
H 2.6216 -1.1360 -1.7550
H 1.3784 0.3869 -2.8598
H -0.0072 0.2562 -0.1924
H 0.2741 1.9561 -0.3337
H -1.9432 0.4987 1.0337
H 0.7055 1.0708 1.1732
H -0.9410 -1.6822 0.5446
H -0.9884 -2.6227 -0.7670
O -0.5667 -1.8640 -0.3761
H -2.0877 -1.1067 2.4888
H -1.6281 2.1677 1.3965
O -1.6839 -0.8349 1.6559

Which structure is the least stable? The one labeled x.

## w
7
Properties=species:S:1:pos:R:3 method="wB97M-V/def2-TZVPD" orbital_gap_ev="8.24 / 7.07" multiplicity=1 e_homo_ev="-9.619 / -8.735"
C 1.8654 1.4161 -0.3351
C 0.5668 -0.6858 0.1728
O 1.8808 1.8876 0.7429
F 2.4745 2.1028 -1.4049
I 0.7312 -0.5530 2.2069
I 1.4915 -2.1731 -0.9434
H -0.3600 -0.3395 -0.2571

## x
7
Properties=species:S:1:pos:R:3 method="wB97M-V/def2-TZVPD" orbital_gap_ev=8.95 multiplicity=1 e_homo_ev=-9.760
C -0.9957 0.1563 0.1821
C 0.5551 -0.0377 0.0344
O -1.5975 -0.7722 0.6184
F 0.9533 -0.0258 1.3487
I 1.0566 -1.9692 -0.8950
I 1.4328 1.6030 -1.0396
H -1.4046 1.0455 -0.2489

Which structure is the least stable? The one labeled w.

## w
7
Properties=species:S:1:pos:R:3 method="wB97M-V/def2-TZVPD" orbital_gap_ev=8.27 multiplicity=1 e_homo_ev=-8.701 smiles="OPC=S"
C -0.4141 1.3872 0.6006
O 0.0404 -1.0440 -0.1434
P -0.2574 0.4009 -0.8993
S -0.5726 2.9890 0.7375
H -0.4409 0.7903 1.4950
H 0.3539 -1.6412 -0.8709
H 0.9761 1.0301 -0.8957

## x
7
Properties=species:S:1:pos:R:3 method="wB97M-V/def2-TZVPD" orbital_gap_ev="8.29 / 6.30" multiplicity=1 e_homo_ev="-9.149 / -8.231"
C 0.1365 -0.5279 -0.3370
O -2.5120 -0.2202 -0.0578
P -1.1020 0.7023 -0.1599
S -4.2195 -0.1729 0.0425
H -0.1944 -1.3025 -1.0206
H 1.1281 -0.4148 0.0386
H -0.8366 1.0526 1.0938

Which structure is the least stable? The one labeled x.

## w
13
Properties=species:S:1:pos:R:3 method="wB97M-V/def2-TZVPD" total_charge=-1 orbital_gap_ev="3.33 / 7.04" multiplicity=2 s_squared=0.753 e_homo_ev="0.987 / -2.827"
O 1.0783 0.3613 2.2099
C 0.3387 0.1970 1.2526
C 0.5653 0.6059 -0.3679
C -0.0251 -0.4911 -1.3614
C -1.5726 -0.5045 -1.3295
H -0.4907 -0.5026 1.3355
H 0.1194 1.6413 -0.4150
H 1.6268 0.6686 -0.5652
H 0.4316 -0.3293 -2.3775
H 0.1824 -1.5076 -0.8374
H -2.0189 -1.4112 -1.7793
H -2.2750 0.2413 -1.9690
H -2.0400 -0.5347 -0.2340

## x
13
Properties=species:S:1:pos:R:3 method="wB97M-V/def2-TZVPD" total_charge=-1 orbital_gap_ev="3.22 / 5.03" multiplicity=2 s_squared=0.769 e_homo_ev="-0.157 / -1.979"
C -0.4071 -3.6532 0.1341
C -0.7223 -2.3121 0.0324
C 0.1936 -1.2453 -0.1852
C -0.2825 0.1032 -0.2399
H 0.6379 -3.9140 0.2405
H -1.2165 -4.3578 0.3071
H -1.7773 -2.0479 0.0166
H 1.1611 -1.4915 0.1698
H -1.1189 0.3743 0.4115
H 0.3221 0.8973 -0.6504
H 0.6707 5.2152 0.1191
H 1.5440 6.3131 -0.5627
O 0.9953 6.1188 0.2072

Which structure is the least stable? The one labeled w.

## w
71
Properties=species:S:1:pos:R:3 method="wB97M-V/def2-TZVPD" total_charge=+2 orbital_gap_ev="6.00 / 4.68" multiplicity=5 s_squared=6.028 e_homo_ev="-11.968 / -13.063"
Os -0.6761 -0.1155 -0.8809
O -4.6664 -0.3438 4.7059
C -3.8146 0.5324 4.5371
O -3.4092 1.5062 5.1771
C -3.0731 0.3713 3.1937
C -2.9019 -0.8920 2.6285
C -2.2025 -1.0054 1.4487
N -1.7450 0.0960 0.8329
C -1.8944 1.3259 1.3470
C -2.5469 1.4907 2.5476
C -1.2757 2.3753 0.5203
C -1.3360 3.7226 0.8274
C -0.7266 4.6399 -0.0100
C -0.0672 4.1961 -1.1511
C -0.0427 2.8486 -1.4169
N -0.6236 1.9500 -0.5991
C -1.8756 -2.2448 0.7250
C -2.2696 -3.5033 1.1449
C -1.9247 -4.6118 0.3922
C -1.1928 -4.4477 -0.7796
C -0.8295 -3.1781 -1.1569
N -1.1491 -2.0955 -0.4202
H -3.3436 -1.7363 3.1433
H -2.6503 2.4473 3.0447
H -1.8593 4.0466 1.7154
H -0.7719 5.6958 0.2205
H 0.4099 4.8837 -1.8338
H 0.4294 2.4542 -2.3057
H -2.8445 -3.6094 2.0533
H -2.2305 -5.5987 0.7127
H -0.9168 -5.2890 -1.3983
H -0.2850 -2.9906 -2.0717
N 1.6640 -0.6038 -1.5452
C 2.3890 -1.2793 -0.4480
C 3.9004 -1.3665 -0.6430
C 4.6527 -0.0174 -0.5925
C 5.8670 -0.0548 0.3366
N 5.3918 -0.2915 1.6974
C 5.7819 0.3459 2.7895
N 6.9767 0.9403 2.8567
N 4.9482 0.3932 3.8292
C 1.9685 -0.6272 0.8833
O 2.7232 -0.7254 1.8496
O 0.8243 -0.0673 0.9026
H 1.7123 -1.1616 -2.3944
H 2.1153 0.2803 -1.7721
H 1.9923 -2.2990 -0.4009
H 4.1084 -1.8645 -1.5923
H 4.2711 -2.0475 0.1251
H 3.9964 0.7856 -0.2400
H 4.9915 0.2606 -1.5908
H 6.4046 0.8936 0.3016
H 6.5521 -0.8458 0.0226
H 4.4490 -0.6948 1.7588
H 7.7008 0.6990 2.2024
H 7.2499 1.4533 3.6774
H 3.9920 0.0872 3.7110
H 5.2583 0.6733 4.7432
C -5.4245 0.4369 -5.4004
C -4.6246 0.3463 -4.1471
C -5.2199 0.4419 -2.8821
C -4.4134 0.3477 -1.7706
N -3.0903 0.1682 -1.8923
C -2.6258 0.0892 -3.1337
S -0.8680 -0.1576 -3.2008
N -3.3000 0.1657 -4.2566
H -6.0055 1.3598 -5.4133
H -6.1336 -0.3913 -5.4514
H -4.7731 0.4037 -6.2685
H -6.2860 0.5872 -2.7801
H -4.8113 0.4157 -0.7647

## x
71
Properties=species:S:1:pos:R:3 method="wB97M-V/def2-TZVPD" total_charge=+2 orbital_gap_ev="5.40 / 5.79" multiplicity=5 s_squared=6.052 e_homo_ev="-11.112 / -13.579"
Os -0.1709 -0.1547 1.5575
O 0.4308 -5.7800 5.2801
C -0.3812 -5.8034 4.3726
O -1.1118 -6.5078 3.7280
C -0.3229 -4.2774 3.6861
C 0.7158 -3.4161 4.0128
C 0.7408 -2.1911 3.3792
N -0.2290 -1.8839 2.4702
C -1.2709 -2.7200 2.1842
C -1.3302 -3.9585 2.7862
C -2.2363 -2.1610 1.2211
C -3.4732 -2.7232 0.9638
C -4.3477 -2.0659 0.1126
C -3.9674 -0.8596 -0.4556
C -2.7204 -0.3412 -0.1653
N -1.8693 -0.9794 0.6479
C 1.7174 -1.1078 3.5733
C 2.6775 -1.0985 4.5703
C 3.4760 0.0222 4.7271
C 3.2896 1.1137 3.8907
C 2.3194 1.0485 2.9112
N 1.5577 -0.0411 2.7428
H 1.4639 -3.7031 4.7343
H -2.1111 -4.6690 2.5649
H -3.7614 -3.6470 1.4440
H -5.3256 -2.4830 -0.0844
H -4.6350 -0.3074 -1.1006
H -2.3763 0.6069 -0.5578
H 2.7859 -1.9472 5.2300
H 4.2241 0.0482 5.5072
H 3.8772 2.0133 4.0003
H 2.1057 1.8794 2.2507
N 1.6462 -1.0980 -0.2626
C 1.7876 0.0568 -1.1715
C 2.3212 -0.2808 -2.5613
C 2.7886 0.9510 -3.3586
C 1.8650 1.5133 -4.4331
N 1.6093 0.5873 -5.5422
C 0.4875 -0.0855 -5.7712
N -0.5008 -0.0865 -4.8872
N 0.3597 -0.7726 -6.9134
C 0.4386 0.7865 -1.1479
O -0.2450 0.9070 -2.1588
O 0.1042 1.2513 0.0080
H 2.5489 -1.3370 0.1322
H 1.3099 -1.9203 -0.7551
H 2.4961 0.7292 -0.6797
H 1.5803 -0.8708 -3.1092
H 3.1832 -0.9344 -2.4141
H 3.7489 0.7285 -3.8284
H 2.9874 1.7731 -2.6652
H 2.3348 2.3915 -4.8762
H 0.9149 1.8399 -4.0184
H 2.3535 0.4694 -6.2125
H -0.3776 0.2805 -3.9390
H -1.3777 -0.5176 -5.1215
H 1.0319 -0.6768 -7.6548
H -0.4893 -1.2648 -7.1293
C -3.5319 4.3834 -0.5178
C -2.3395 4.1266 0.3495
C -1.2714 5.0169 0.4090
C -0.2207 4.6989 1.2428
N -0.2083 3.5910 1.9899
C -1.2807 2.8290 1.8655
S -1.3186 1.3647 2.8913
N -2.3374 3.0137 1.0889
H -4.1352 5.1877 -0.0935
H -4.1499 3.4912 -0.5799
H -3.2288 4.6958 -1.5167
H -1.2696 5.9286 -0.1712
H 0.6436 5.3468 1.3281

Which structure is the least stable? The one labeled x.

## w
12
Properties=species:S:1:pos:R:3 method="wB97M-V/def2-TZVPD" orbital_gap_ev=9.50 multiplicity=1 e_homo_ev=-8.784 smiles="O=CO.CSS"
C -2.3291 -1.0680 -1.7491
S -1.5310 0.5298 -1.9050
S -0.0118 0.3497 -3.0938
H -1.6061 -1.6554 -1.1872
H -2.5745 -1.6097 -2.6704
H -3.3352 -1.0686 -1.2783
H 0.8724 -0.1598 -2.1867
O 1.5323 0.5937 1.6735
C 1.6692 0.8223 2.8444
O 2.8684 1.2436 3.3076
H 0.9026 0.7359 3.6136
H 3.5427 1.2865 2.6314

## x
12
Properties=species:S:1:pos:R:3 method="wB97M-V/def2-TZVPD" orbital_gap_ev=9.84 multiplicity=1 e_homo_ev=-9.420 smiles="O=CO.CSS"
C -0.7850 -1.3815 -1.0074
S 0.0581 -0.2269 -2.1761
S -0.1431 1.6127 -1.3615
H -1.3703 -2.1151 -1.5495
H -0.0443 -1.8575 -0.3811
H -1.4290 -0.7425 -0.4103
H -1.1819 2.1902 -1.9733
O 0.3527 -0.6541 2.1192
C 1.1684 0.2029 2.0153
O 0.9870 1.4144 1.4643
H 2.2160 0.1205 2.3388
H 0.1715 1.4368 0.9215

Which structure is the least stable? The one labeled w.

## w
26
Properties=species:S:1:pos:R:3 method="wB97M-V/def2-TZVPD" orbital_gap_ev=9.91 multiplicity=1 e_homo_ev=-8.892 smiles="C=C(C)[C@H](C)C[C@H](C)N"
C -0.5634 -0.3962 0.0123
C 1.9653 0.4127 -0.0471
C 0.3681 0.7118 0.3993
C -0.7192 -1.4332 1.1232
C 2.3818 -1.0020 -0.4117
C -2.0539 0.9870 -1.7814
C -2.0145 0.3486 -0.4177
N 2.8317 0.9249 0.9991
C -3.0999 0.3464 0.3659
H -0.2642 -0.9069 -0.9066
H 2.0813 1.0423 -0.9360
H 2.9209 0.2871 1.7880
H 3.7730 1.1593 0.6963
H 0.1379 1.6822 -0.0519
H 0.3360 0.8748 1.4820
H -1.5557 -2.1110 0.9299
H 0.1960 -2.0246 1.2321
H -0.8989 -0.9586 2.0936
H 1.8111 -1.3801 -1.2644
H 3.4376 -1.0394 -0.7110
H 2.2560 -1.6936 0.4267
H -1.5814 0.3381 -2.5265
H -1.5236 1.9442 -1.7793
H -3.0797 1.1757 -2.1223
H -3.1042 -0.0894 1.3607
H -4.0381 0.7999 0.0468

## x
26
Properties=species:S:1:pos:R:3 method="wB97M-V/def2-TZVPD" orbital_gap_ev=9.18 multiplicity=1 e_homo_ev=-8.315
C 0.5572 0.0399 1.9608
C -0.7676 0.0614 1.1877
C -0.8968 0.2227 -0.3027
C -0.1342 1.3701 -0.9555
C 0.2713 2.4460 -0.2469
C 1.1071 0.2974 -1.2239
C 0.0492 -0.8492 -1.2113
C 0.2977 -2.3208 -1.0836
H 1.2143 -0.7947 1.6693
H 0.8797 0.9950 1.6766
H 0.5684 -0.0603 3.0891
H -1.2364 0.9448 1.7351
H -1.7432 -1.7502 2.4206
H -1.2867 -1.9396 0.4137
H -1.9741 0.2435 -0.6311
H -0.9487 1.3617 -1.8559
H 0.5431 3.1546 -1.2914
H -0.4036 2.9708 0.4282
H 1.4958 2.6267 0.2667
H 1.8541 0.6317 -1.9569
H 1.9155 0.5011 -0.5210
H -0.2776 -0.7841 -2.1221
H 0.1289 -3.0308 -2.3174
H 1.0845 -2.6011 -0.1672
H -0.6855 -2.5713 -0.3844
N -1.6125 -1.1654 1.4235

Which structure is the least stable? The one labeled x.